Here is a cluster of 2 separate species, C2H2F2N2O in total in a non-equilibrium geometry from OMol25. Energies are from ωB97M-V/def2-TZVPD.

Each atom is followed by the atoms it is bonded to, with distances in Å.
Element x y z (Å)
1 C 0.19 -0.76 1.22  C2 1.353, N3 1.235
2 C -0.90 -0.19 0.64  C1 1.353, O5 1.373, F6 1.266
3 N 1.16 -1.07 0.52  C1 1.235, H8 1.110
4 N 0.41 0.16 -1.24  O5 1.271, H9 1.057
5 O -0.66 0.36 -0.59  C2 1.373, N4 1.271
6 F -2.12 -0.08 0.97  C2 1.266
7 F -0.56 2.23 0.05  no bonds
8 H 2.23 -0.88 0.72  N3 1.110
9 H 0.25 0.24 -2.28  N4 1.057

Maximum force in eV Å⁻¹: 3.587
Highest occupied orbital energy (alpha / beta) in eV: -9.4055 / -8.6585
Frontier orbital gap (alpha / beta) in eV: 8.103 / 6.696
E_tot in eV: -12559.4241